(1)
{
  "formula": "C22H24N9OReSSe2",
  "method": "the ωB97M-V functional and the def2-TZVPD basis",
  "spin_multiplicity": 4,
  "total_charge": 3,
  "homo_energy_ev": [-16.66, -16.67],
  "gap_ev": [7.7038, 6.2211],
  "species": ["Re", "C", "C", "N", "N", "C", "N", "S", "C", "C", "C", "C", "C", "N", "H", "H", "H", "H", "H", "H", "H", "H", "H", "Se", "Se", "C", "C", "C", "C", "C", "N", "C", "C", "C", "C", "C", "N", "H", "H", "H", "H", "H", "H", "H", "H", "C", "N", "C", "C", "O", "N", "C", "N", "H", "H", "H", "H", "H", "H", "H"],
  "coordinates": [[0.176037, -0.465047, 0.509821], [3.611440, 0.048841, 2.987373], [2.367846, 0.133624, 2.172642], [1.835368, -0.887172, 1.592525], [2.220688, -2.205992, 1.811453], [1.187655, -2.896759, 2.141734], [1.362663, -4.173256, 2.442925], [-0.454569, -2.241542, 2.044486], [1.582909, 1.383979, 2.157882], [1.984655, 2.586389, 2.687635], [1.085549, 3.673025, 2.833698], [-0.264848, 3.408632, 2.478076], [-0.612094, 2.180447, 1.952175], [0.306702, 1.222210, 1.751262], [3.998823, -0.935374, 2.891118], [3.387963, 0.335180, 4.018913], [4.388932, 0.705341, 2.632592], [2.319561, -4.441814, 2.628716], [0.627045, -4.912851, 2.567461], [3.030319, 2.707849, 2.869162], [1.446491, 4.615824, 3.259368], [-1.011160, 4.193820, 2.696018], [-1.545777, 2.013944, 1.497706], [-2.470267, -2.476876, -1.066995], [-2.330558, -0.190987, -0.494240], [-3.392527, -0.160697, 1.302213], [-4.781537, 0.119049, 1.227421], [-5.456010, 0.387109, 2.416225], [-4.707656, 0.428436, 3.636042], [-3.363193, 0.091369, 3.544516], [-2.698133, -0.160512, 2.400669], [-0.622090, -2.835459, -1.405292], [-0.459890, -3.876940, -2.309670], [0.875286, -4.208298, -2.641083], [1.921980, -3.474565, -2.110805], [1.618087, -2.398287, -1.277079], [0.377692, -2.048877, -0.906080], [-5.346341, 0.179923, 0.282002], [-6.512663, 0.651940, 2.473623], [-5.218453, 0.750209, 4.540578], [-2.727558, 0.000656, 4.455935], [-1.316312, -4.398227, -2.661405], [1.106061, -5.125961, -3.224086], [2.946495, -3.614214, -2.496547], [2.465523, -1.662615, -1.025839], [1.180025, 2.744698, -5.317434], [0.780289, 2.028945, -4.148403], [1.556270, 1.959568, -2.897109], [0.523522, 1.200636, -2.058598], [0.832325, 0.836521, -0.897949], [-0.555443, 0.887833, -2.720007], [-0.390956, 1.407037, -3.925012], [-1.326264, 1.252977, -4.815779], [0.911027, 3.807232, -5.113244], [0.618430, 2.349283, -6.206969], [2.205376, 2.597521, -5.603466], [1.681842, 2.963963, -2.436587], [2.544258, 1.483494, -2.913647], [-2.144923, 0.660380, -4.545455], [-1.355917, 1.794434, -5.685185]],
  "forces_ev_per_angstrom": [[-2.05, -1.68, 0.50], [-0.65, 0.21, -0.04], [1.34, 0.35, 0.59], [-0.25, 0.44, -0.14], [1.41, 1.61, -0.10], [-1.47, -0.87, -0.71], [-0.60, -1.66, 0.63], [-0.06, 0.59, -0.19], [-0.62, 0.10, 0.16], [-0.06, 1.02, -0.32], [-0.51, -1.74, -0.28], [0.92, 1.46, 1.31], [1.56, 0.33, -0.64], [-0.50, -0.15, 0.07], [0.29, -0.89, 0.36], [0.11, -0.23, 0.00], [0.14, 0.56, -0.29], [-0.07, -0.25, -0.05], [0.99, 1.61, -0.14], [0.44, 0.16, 0.50], [-0.38, -0.33, -0.31], [0.32, -0.67, -0.47], [-1.19, -0.24, 0.00], [-0.04, 0.17, 0.33], [-0.56, -0.13, 1.61], [-0.94, 0.74, -1.05], [0.03, -0.09, -0.54], [1.10, 0.38, 1.32], [-0.53, -0.27, -1.93], [0.73, -0.07, 1.51], [-0.22, -0.18, -0.05], [-0.68, 0.66, -0.33], [2.34, 0.61, 0.91], [-0.73, -1.39, 0.19], [0.10, 0.86, -0.34], [2.30, 1.24, -0.65], [-0.35, -1.17, -0.55], [0.57, -0.22, 0.47], [0.27, -0.20, -0.41], [0.42, -0.33, 0.02], [-0.64, 0.28, -0.73], [-0.41, -0.42, -0.43], [-0.34, 0.96, 0.10], [-0.61, -0.05, 0.66], [-1.44, -1.33, -0.02], [-1.56, 0.89, -1.22], [0.43, -1.30, 1.46], [-1.42, 0.87, 0.41], [1.19, -0.26, -1.37], [0.40, -0.01, 1.27], [0.17, -0.70, 2.21], [1.15, 1.03, -1.92], [-2.02, -0.38, -1.02], [0.56, -0.52, -0.79], [0.32, 0.55, 0.83], [0.57, 0.07, 0.41], [0.04, -0.38, -0.38], [-0.37, -0.11, -0.39], [1.10, 1.07, -0.53], [-0.02, -0.60, 0.54]],
  "nbo_charge": [1.42, -0.69, 0.37, -0.32, -0.41, 0.31, -0.76, 0.00, 0.12, -0.17, -0.08, -0.20, 0.10, -0.49, 0.28, 0.27, 0.27, 0.43, 0.45, 0.26, 0.28, 0.27, 0.22, 0.36, 0.30, 0.12, -0.27, -0.12, -0.20, 0.04, -0.51, 0.06, -0.25, -0.07, -0.25, 0.08, -0.57, 0.26, 0.26, 0.27, 0.22, 0.26, 0.27, 0.27, 0.23, -0.43, -0.36, -0.31, 0.67, -0.71, -0.58, 0.65, -0.73, 0.23, 0.23, 0.25, 0.25, 0.26, 0.44, 0.44]
}

(2)
{
  "formula": "C22H24NO3",
  "method": "the ωB97M-V functional and the def2-TZVPD basis",
  "total_charge": 1,
  "homo_energy_ev": -11.47,
  "gap_ev": 5.9666,
  "species": ["C", "O", "C", "C", "C", "C", "C", "C", "C", "C", "C", "O", "C", "C", "C", "C", "C", "C", "C", "C", "C", "C", "H", "H", "H", "H", "H", "H", "H", "H", "H", "H", "H", "H", "H", "H", "H", "H", "H", "O", "C", "C", "N", "H", "H", "H", "H", "H", "H", "H"],
  "coordinates": [[-2.649628, 2.608933, 5.653576], [-2.949551, 3.130572, 4.344304], [-2.464038, 2.456022, 3.270456], [-2.693261, 3.031747, 1.991012], [-2.179152, 2.425411, 0.873144], [-1.411864, 1.212654, 0.945758], [-0.877621, 0.694333, -0.264523], [0.059150, -0.363812, -0.458187], [0.270382, -0.840288, -1.787836], [1.123447, -1.886555, -2.065321], [1.769582, -2.529792, -0.996939], [2.526716, -3.673175, -1.271375], [1.929885, -4.940015, -1.126027], [1.560272, -5.627305, -2.287824], [0.876275, -6.834703, -2.157142], [0.610072, -7.361290, -0.891012], [1.025828, -6.678977, 0.255102], [1.703646, -5.462260, 0.150527], [1.673070, -2.042277, 0.313936], [0.847043, -0.959425, 0.569235], [-1.295896, 0.602959, 2.233089], [-1.764054, 1.225720, 3.374260], [-3.138008, 3.295698, 6.341359], [-3.053167, 1.596962, 5.776828], [-1.567286, 2.597986, 5.830382], [-3.269862, 3.955245, 1.934337], [-2.356177, 2.862790, -0.111043], [-1.288521, 1.133230, -1.179602], [-0.265757, -0.355541, -2.602392], [1.279471, -2.250527, -3.081859], [1.783728, -5.182993, -3.259005], [0.557733, -7.356408, -3.058365], [0.080328, -8.309062, -0.798305], [0.825954, -7.081387, 1.246919], [2.041946, -4.904293, 1.026396], [2.240944, -2.524580, 1.113323], [0.829606, -0.561615, 1.579003], [-0.854928, -0.383653, 2.347630], [-1.606884, 0.767147, 4.355505], [1.077218, 5.526595, -4.192292], [0.980098, 5.856702, -2.824424], [0.360308, 4.670558, -2.113624], [1.241382, 3.512838, -2.158704], [1.487794, 6.277982, -4.647142], [1.990362, 6.036425, -2.437029], [0.312934, 6.721392, -2.692754], [0.154213, 4.984116, -1.079809], [-0.569251, 4.385826, -2.613899], [2.155868, 3.773547, -1.798798], [0.879651, 2.766546, -1.570849]],
  "forces_ev_per_angstrom": [[-0.03, -0.01, 0.02], [0.69, -0.97, -1.28], [-0.14, 0.48, 0.60], [0.03, -0.06, 0.27], [-0.02, -0.18, 0.01], [-0.20, -0.02, -0.22], [-0.19, -0.40, 0.74], [0.37, -0.08, -0.19], [-0.07, 0.32, 0.04], [0.01, -0.15, 0.23], [0.18, -1.42, -0.38], [-0.22, 1.32, 0.20], [-0.54, -0.18, 0.08], [-0.04, 0.38, 0.53], [0.20, 0.03, 0.07], [0.05, 0.13, 0.02], [0.13, 0.09, -0.06], [-0.09, 0.14, -0.55], [-0.21, 0.20, 0.00], [0.13, -0.19, 0.04], [0.05, 0.29, 0.31], [-0.02, -0.01, -0.10], [0.09, -0.13, -0.03], [-0.02, 0.25, -0.03], [-0.22, 0.08, -0.07], [0.18, -0.27, -0.01], [0.09, -0.02, 0.28], [0.25, 0.01, 0.21], [0.08, -0.12, 0.13], [-0.09, 0.11, 0.35], [-0.09, -0.18, 0.27], [0.07, 0.04, 0.26], [0.13, 0.27, -0.01], [0.03, -0.01, -0.27], [-0.15, -0.28, -0.25], [-0.18, 0.25, -0.34], [0.09, -0.05, -0.30], [-0.17, 0.29, -0.08], [-0.14, 0.10, -0.55], [0.19, 0.42, -0.58], [-0.38, -0.40, -0.23], [0.12, 0.02, 0.28], [0.24, -0.25, 0.11], [-0.18, -0.37, 0.06], [-0.18, 0.26, 0.30], [0.36, 0.01, 0.19], [-0.24, 0.07, -0.07], [-0.06, 0.26, 0.06], [-0.07, -0.20, -0.03], [0.17, 0.14, -0.06]],
  "nbo_charge": [-0.27, -0.44, 0.43, -0.28, -0.07, -0.21, 0.11, -0.20, -0.07, -0.27, 0.43, -0.51, 0.28, -0.25, -0.19, -0.21, -0.19, -0.26, -0.29, -0.05, -0.02, -0.34, 0.23, 0.19, 0.19, 0.26, 0.23, 0.23, 0.23, 0.26, 0.23, 0.23, 0.23, 0.23, 0.22, 0.25, 0.21, 0.22, 0.25, -0.71, -0.07, -0.24, -0.82, 0.47, 0.16, 0.17, 0.16, 0.19, 0.35, 0.34]
}

(3)
{
  "formula": "C22H24NO4RuS",
  "method": "the ωB97M-V functional and the def2-TZVPD basis",
  "spin_multiplicity": 5,
  "total_charge": -1,
  "homo_energy_ev": [-1.17, -4.28],
  "gap_ev": [4.0883, 5.0787],
  "species": ["Ru", "C", "C", "C", "H", "C", "C", "H", "H", "H", "H", "C", "C", "C", "H", "C", "C", "H", "H", "H", "H", "O", "C", "C", "C", "C", "C", "H", "H", "H", "H", "H", "H", "H", "H", "H", "H", "O", "S", "O", "N", "C", "O", "C", "C", "C", "C", "C", "C", "H", "H", "H", "H"],
  "coordinates": [[0.411116, 1.228420, -0.184501], [2.193243, 1.171237, 1.067146], [2.598796, 0.249470, 0.037208], [2.540719, 0.910426, -1.217168], [2.923306, -0.767310, 0.206968], [2.042319, 2.247802, -1.011722], [1.886805, 2.443103, 0.430533], [1.704559, 3.361775, 0.939213], [2.155241, 0.988763, 2.129487], [2.840924, 0.483996, -2.179905], [1.928641, 3.010194, -1.765228], [-1.810011, 0.902650, 0.469565], [-1.155795, 2.074568, 0.994452], [-0.753572, 2.886740, -0.139655], [-1.047226, 2.339035, 2.036420], [-1.093365, 2.172403, -1.352743], [-1.749037, 0.944633, -0.961025], [-2.123340, 0.193184, -1.641230], [-2.260054, 0.123608, 1.059331], [-0.357011, 3.890059, -0.091608], [-0.964066, 2.540920, -2.365792], [1.009463, -2.212527, -0.651812], [0.048523, 0.227800, -4.958335], [0.684323, -1.008078, -4.898409], [0.894243, 1.419970, -4.811003], [-1.421912, 0.237769, -4.811493], [0.938516, -2.149314, -1.912003], [1.728665, -0.968027, -4.569161], [0.018718, -1.858623, -4.648391], [0.033360, -2.568512, -2.463479], [1.884168, -1.813121, -2.455337], [1.006180, 2.047316, -5.700007], [1.897838, 1.154793, -4.472974], [0.451339, 2.023648, -4.026375], [-2.010812, 0.218843, -5.740827], [-1.677646, 1.116076, -4.230423], [-1.752010, -0.644006, -4.241214], [-1.034995, 1.399822, 4.703697], [-0.004459, 0.388696, 4.596491], [1.168696, 0.486580, 5.421730], [0.401330, 0.168672, 3.028396], [0.040348, -1.023521, 2.469682], [0.119780, -1.343591, 1.308985], [-0.599577, -1.898707, 3.498193], [-1.129470, -3.172010, 3.248125], [-1.752759, -3.825921, 4.306326], [-1.852685, -3.179557, 5.559647], [-1.346780, -1.885084, 5.772144], [-0.727797, -1.248279, 4.706596], [-1.030843, -3.601053, 2.244741], [-2.156790, -4.831423, 4.166071], [-2.336613, -3.703186, 6.380088], [-1.402539, -1.351096, 6.720561]],
  "forces_ev_per_angstrom": [[-0.05, -3.11, -0.64], [1.10, 1.20, -0.38], [-0.17, 1.23, -0.76], [1.19, -0.78, -0.21], [-0.23, 0.00, -0.05], [0.39, -0.22, 0.94], [2.62, -0.72, 0.13], [-0.17, 0.36, 0.24], [0.01, -0.01, -0.29], [-0.25, 0.18, 0.45], [-0.01, -0.01, -0.09], [1.07, 1.35, -0.27], [-2.05, 0.70, -0.12], [-1.93, 0.40, 0.39], [-0.08, -0.10, -0.08], [-0.88, -0.41, 0.34], [-0.42, 0.63, -0.52], [0.00, 0.06, 0.07], [0.24, -0.21, 0.06], [0.08, -0.11, 0.03], [0.00, -0.13, 0.23], [0.44, -0.62, 0.93], [2.06, -4.23, 0.17], [-1.76, 2.50, 1.14], [0.27, 0.98, 0.00], [-0.93, 0.00, -0.09], [-0.07, 0.03, -3.13], [-0.25, -0.61, -0.71], [0.94, 0.24, -0.60], [1.33, 0.55, 0.82], [-1.38, -0.54, 0.66], [-0.23, -0.03, -0.06], [-0.08, -0.03, -0.11], [0.04, 0.39, 0.17], [0.29, 0.32, 0.09], [-0.46, 0.20, 0.04], [0.14, 0.30, -0.14], [0.29, -0.18, 0.47], [-0.05, -1.35, -2.89], [-0.10, 0.22, 0.52], [-0.21, 0.05, 0.43], [-0.15, 1.96, 2.64], [0.02, 0.02, -1.13], [-0.50, -0.58, -0.38], [0.28, 0.47, 0.31], [0.05, 0.41, 0.42], [0.10, 0.04, -0.14], [-0.01, -0.21, -0.23], [-0.41, -0.77, 0.87], [-0.02, 0.17, 0.45], [0.06, 0.33, 0.15], [0.05, 0.08, -0.08], [-0.21, -0.40, -0.07]],
  "nbo_charge": [0.51, -0.34, -0.19, -0.38, 0.23, -0.26, -0.28, 0.23, 0.28, 0.21, 0.22, -0.19, -0.33, -0.29, 0.27, -0.27, -0.38, 0.23, 0.24, 0.23, 0.22, -0.16, 0.05, -0.44, -0.65, -0.65, -0.27, 0.19, 0.19, 0.21, 0.22, 0.21, 0.22, 0.22, 0.22, 0.22, 0.22, -0.96, 2.30, -0.95, -0.95, 0.62, -0.64, -0.05, -0.20, -0.22, -0.23, -0.19, -0.33, 0.23, 0.21, 0.20, 0.22]
}

no.,E (eV)
1,-182295.85201
2,-30827.64916
3,-46292.97571